No. 1
# C46H62ClIrN8O3P2

A molecular structure, C46H62ClIrN8O3P2 at a distorted geometry (ωB97M-V/def2-TZVPD, the Open Molecules 2025 dataset).

Last column: Löwdin charge in e.
CARTESIAN COORDINATES (ANGSTROEM)
Ir: -0.377 -1.372 1.141  1.097
C: -1.148 -1.011 4.539  -0.212
P: -0.032 -1.750 3.323  0.757
C: -0.009 -3.492 3.803  -0.210
C: 1.600 -1.129 3.771  -0.363
C: 2.026 -0.946 5.086  -0.054
C: 3.289 -0.424 5.324  -0.035
C: 4.120 -0.081 4.260  -0.031
C: 3.704 -0.279 2.953  -0.046
C: 2.440 -0.818 2.717  -0.360
P: 1.781 -1.237 1.099  0.736
C: 2.681 -0.328 -0.150  -0.185
C: 2.372 -2.940 0.882  -0.193
H: -0.982 -1.458 5.518  0.065
H: -2.179 -1.212 4.246  0.055
H: -0.992 0.066 4.596  0.054
H: 0.366 -3.548 4.825  0.070
H: 0.627 -4.083 3.151  0.036
H: -1.019 -3.896 3.762  0.049
H: 1.387 -1.205 5.920  0.115
H: 3.624 -0.276 6.342  0.124
H: 5.097 0.340 4.455  0.123
H: 4.367 -0.029 2.134  0.114
H: 3.704 -0.701 -0.172  0.073
H: 2.668 0.745 0.046  0.057
H: 2.211 -0.510 -1.118  0.047
H: 3.434 -2.978 1.128  0.074
H: 2.226 -3.243 -0.157  0.061
H: 1.820 -3.621 1.518  0.017
C: -4.547 -6.655 1.310  -0.067
C: -3.588 -6.854 0.138  -0.399
C: -2.269 -7.465 0.605  -0.068
C: -3.361 -5.553 -0.640  -0.077
N: -2.479 -4.598 0.060  -0.051
C: -1.172 -4.443 -0.066  -0.087
N: -0.736 -3.611 0.872  -0.041
N: -1.872 -3.288 1.556  -0.111
N: -2.909 -3.849 1.095  0.146
H: -4.683 -7.591 1.849  0.088
H: -5.527 -6.321 0.966  0.087
H: -4.171 -5.912 2.015  0.065
H: -4.050 -7.532 -0.583  0.146
H: -1.780 -6.838 1.356  0.074
H: -1.574 -7.624 -0.224  0.084
H: -2.448 -8.435 1.067  0.091
H: -4.301 -5.032 -0.808  0.137
H: -2.883 -5.754 -1.598  0.137
H: -0.571 -4.929 -0.817  0.164
C: 0.838 4.084 -1.463  -0.041
C: 0.724 4.827 -0.121  -0.491
C: 1.389 6.197 -0.325  -0.033
C: 1.550 4.083 0.938  -0.024
C: -0.797 5.020 0.239  -0.408
O: -1.392 5.775 -0.823  -0.020
C: -1.124 5.816 1.531  -0.087
C: -1.242 5.208 2.939  -0.121
C: 0.050 5.011 3.686  -0.248
C: 0.440 3.758 4.134  -0.059
C: 1.639 3.576 4.807  -0.105
C: 2.449 4.669 5.053  -0.661
Cl: 3.965 4.450 5.883  0.671
C: 2.065 5.938 4.658  -0.085
C: 0.867 6.098 3.981  -0.032
C: -1.674 3.754 0.053  -0.007
N: -1.495 2.487 0.790  -0.040
C: -0.674 1.488 0.527  -0.095
N: -0.968 0.463 1.323  -0.143
C: -2.004 0.917 2.092  -0.154
N: -2.345 2.138 1.788  0.165
H: 1.862 4.159 -1.832  0.095
H: 0.179 4.524 -2.211  0.096
H: 0.601 3.019 -1.387  0.055
H: 2.457 6.051 -0.490  0.099
H: 1.287 6.850 0.542  0.084
H: 0.999 6.714 -1.204  0.095
H: 2.458 3.698 0.464  0.091
H: 1.031 3.244 1.398  0.058
H: 1.861 4.744 1.744  0.081
H: -1.086 6.687 -0.771  0.109
H: -2.103 6.247 1.312  0.131
H: -0.426 6.653 1.587  0.105
H: -1.816 4.286 2.925  0.088
H: -1.836 5.925 3.511  0.131
H: -0.204 2.903 3.945  0.098
H: 1.943 2.598 5.141  0.089
H: 2.692 6.789 4.886  0.115
H: 0.563 7.095 3.683  0.126
H: -1.623 3.501 -1.003  0.137
H: -2.699 4.053 0.261  0.149
H: 0.075 1.485 -0.245  0.133
H: -2.522 0.326 2.822  0.110
C: 1.712 1.157 -7.688  -0.040
C: 1.927 -0.048 -6.808  -0.220
C: 3.024 -0.871 -7.027  -0.038
C: 3.279 -1.955 -6.201  -0.070
C: 2.415 -2.232 -5.157  -0.033
C: 1.294 -1.439 -4.951  -0.211
N: 0.446 -1.784 -3.852  0.102
C: -0.917 -1.891 -3.900  -0.200
C: -1.545 -2.149 -5.134  -0.014
C: -2.906 -2.290 -5.222  -0.044
C: -3.722 -2.194 -4.086  -0.074
C: -3.134 -1.958 -2.873  -0.030
C: -1.734 -1.806 -2.746  -0.089
C: -1.217 -1.543 -1.412  -0.576
O: -2.012 -1.347 -0.434  -0.120
O: 0.040 -1.537 -1.130  -0.168
C: 1.044 -0.323 -5.752  -0.169
C: -0.094 0.627 -5.477  -0.027
H: 2.367 1.119 -8.556  0.081
H: 1.934 2.080 -7.145  0.089
H: 0.682 1.226 -8.039  0.085
H: 3.690 -0.658 -7.853  0.116
H: 4.131 -2.595 -6.388  0.109
H: 2.576 -3.092 -4.518  0.109
H: 0.858 -1.831 -2.938  0.104
H: -0.924 -2.263 -6.013  0.128
H: -3.354 -2.486 -6.188  0.118
H: -4.794 -2.310 -4.165  0.108
H: -3.736 -1.864 -1.979  0.115
H: -0.475 0.521 -4.463  0.072
H: -0.932 0.464 -6.160  0.095
H: 0.232 1.658 -5.611  0.079

The charge is +2. The value obtained for the HOMO energy is -11.79 eV. The calculation puts the energy above the lowest of the compared OMol25 structures with the same formula, charge and spin at 61.6 kcal/mol. Its LUMO energy is -5.674 eV. The molar mass comes out at 1064.67 Da.

***

No. 2
# C46H64AsN3ORbSb

A molecular structure, C46H64AsN3ORbSb at a distorted geometry (ωB97M-V/def2-TZVPD, the Open Molecules 2025 dataset).

Last column: Löwdin charge in e.
CARTESIAN COORDINATES (ANGSTROEM)
Rb: 1.410 -0.559 0.416  0.770
N: -0.368 -2.139 2.597  0.104
C: -0.350 -3.428 3.111  -0.263
C: -0.589 -3.642 4.470  -0.052
C: -0.681 -4.927 4.985  -0.134
C: -0.543 -6.021 4.143  -0.133
C: -0.292 -5.802 2.789  -0.057
C: -0.179 -4.529 2.243  -0.138
C: 0.151 -4.342 0.784  -0.269
C: -0.648 -5.010 -0.152  -0.095
C: -0.352 -4.931 -1.509  -0.132
C: 0.768 -4.205 -1.903  -0.132
C: 1.546 -3.557 -0.945  -0.215
C: 1.278 -3.556 0.439  -0.148
H: -0.070 -1.395 3.213  0.088
H: 0.066 -2.091 1.690  -0.047
H: -0.711 -2.782 5.122  0.103
H: -0.864 -5.068 6.045  0.084
H: -0.612 -7.030 4.533  0.078
H: -0.149 -6.648 2.124  0.104
H: -1.515 -5.576 0.180  0.096
H: -0.985 -5.419 -2.241  0.078
H: 1.021 -4.134 -2.958  0.080
H: 2.422 -3.016 -1.309  0.052
C: -0.522 2.998 2.149  -0.087
C: 0.725 2.652 2.904  -0.461
C: 1.430 3.448 3.801  -0.134
C: 2.531 2.655 4.239  -0.121
C: 2.406 1.440 3.574  -0.450
C: 3.305 0.240 3.657  -0.071
N: 1.311 1.429 2.762  -0.002
H: -0.785 4.050 2.297  0.065
H: -1.373 2.390 2.472  0.036
H: -0.414 2.821 1.073  0.054
H: 1.187 4.464 4.089  0.064
H: 3.313 2.931 4.935  0.062
H: 4.128 0.425 4.352  0.060
H: 3.749 -0.014 2.689  0.053
H: 2.772 -0.653 4.001  0.062
C: -6.134 1.913 0.062  -0.120
C: -4.695 2.080 0.546  -0.716
C: -4.125 3.385 -0.019  -0.147
C: -4.725 2.198 2.072  -0.144
Sb: -3.169 0.564 0.047  1.635
C: -3.297 0.490 -2.148  -0.704
C: -4.645 0.835 -2.769  -0.131
C: -2.249 1.519 -2.594  -0.156
C: -2.855 -0.887 -2.642  -0.128
C: -4.021 -1.330 0.775  -0.716
C: -3.143 -2.471 0.250  -0.132
C: -5.479 -1.595 0.418  -0.121
C: -3.852 -1.294 2.298  -0.140
H: -6.725 2.773 0.417  0.078
H: -6.605 1.014 0.457  0.053
H: -6.219 1.887 -1.021  0.046
H: -4.746 4.231 0.312  0.079
H: -4.115 3.391 -1.111  0.053
H: -3.103 3.569 0.327  0.067
H: -5.276 3.109 2.354  0.079
H: -3.726 2.269 2.510  0.060
H: -5.239 1.353 2.532  0.056
H: -4.916 1.880 -2.608  0.055
H: -5.456 0.207 -2.391  0.064
H: -4.585 0.680 -3.857  0.079
H: -2.446 2.522 -2.204  0.056
H: -2.247 1.585 -3.693  0.079
H: -1.252 1.214 -2.272  0.042
H: -3.616 -1.648 -2.456  0.062
H: -1.904 -1.207 -2.206  0.064
H: -2.706 -0.834 -3.730  0.078
H: -3.321 -2.698 -0.799  0.055
H: -3.363 -3.380 0.828  0.088
H: -2.076 -2.280 0.375  0.065
H: -5.665 -1.522 -0.658  0.066
H: -6.154 -0.906 0.928  0.052
H: -5.753 -2.613 0.734  0.079
H: -2.804 -1.179 2.579  0.056
H: -4.192 -2.253 2.716  0.085
H: -4.431 -0.501 2.773  0.047
C: 0.321 -0.416 -4.625  -0.249
As: 1.478 -0.062 -3.028  0.904
C: 2.830 -1.280 -3.702  -0.221
C: 1.600 1.833 -3.403  -0.200
O: 0.423 -0.463 -1.802  -0.757
H: 0.858 -0.190 -5.552  0.019
H: -0.582 0.192 -4.574  -0.011
H: 0.028 -1.469 -4.627  0.019
H: 3.510 -0.701 -4.332  0.038
H: 2.316 -2.032 -4.299  0.020
H: 3.386 -1.721 -2.886  -0.006
H: 2.571 2.089 -3.828  0.033
H: 1.486 2.358 -2.457  0.032
H: 0.802 2.096 -4.094  0.022
N: 3.243 0.321 -1.586  -0.076
C: 4.074 1.189 -1.232  -0.366
C: 3.706 2.653 -1.017  -0.208
C: 4.101 3.652 -1.902  -0.086
C: 3.631 4.951 -1.763  -0.108
C: 2.778 5.273 -0.712  -0.105
C: 2.410 4.292 0.202  -0.060
C: 2.866 2.989 0.045  -0.011
C: 5.547 0.841 -1.001  -0.144
C: 6.490 1.787 -0.612  -0.039
C: 7.831 1.442 -0.459  -0.104
C: 8.244 0.139 -0.686  -0.123
C: 7.304 -0.820 -1.054  -0.096
C: 5.972 -0.470 -1.208  -0.034
H: 4.771 3.402 -2.720  0.112
H: 3.927 5.713 -2.476  0.087
H: 2.408 6.285 -0.602  0.088
H: 1.773 4.523 1.049  0.094
H: 2.569 2.244 0.779  0.087
H: 6.173 2.803 -0.410  0.104
H: 8.549 2.194 -0.152  0.090
H: 9.287 -0.132 -0.569  0.086
H: 7.612 -1.847 -1.216  0.093
H: 5.217 -1.199 -1.480  0.096

The charge is -2. The value obtained for the HOMO energy is -1.53 eV. Its LUMO energy is 3.798 eV. The molar mass comes out at 957.19 Da.

***

> Among the records above, which one has the highest charge?

C46H62ClIrN8O3P2

***

> charge of number 1 (C46H62ClIrN8O3P2)?

+2